{
  "formula": "C34H98N6O16",
  "method": "ωB97M-V/def2-TZVPD",
  "smiles": "COC[C@H](C)N.COC[C@H](C)N.COC[C@H](C)N.COC[C@H](C)N.COC[C@H](C)N.COC[C@H](C)N.OCCO.OCCO.OCCO.OCCO.CO.CO",
  "e_tot_ha": -2886.2613,
  "largest_force_ev_per_a": 2.9,
  "e_lumo_ev": 0.196,
  "charge": 0,
  "elements": ["O", "O", "O", "O", "O", "O", "O", "O", "O", "O", "O", "O", "O", "O", "O", "O", "N", "N", "N", "N", "N", "N", "C", "C", "C", "C", "C", "C", "C", "C", "C", "C", "C", "C", "C", "C", "C", "C", "C", "C", "C", "C", "C", "C", "C", "C", "C", "C", "C", "C", "C", "C", "C", "C", "C", "C", "H", "H", "H", "H", "H", "H", "H", "H", "H", "H", "H", "H", "H", "H", "H", "H", "H", "H", "H", "H", "H", "H", "H", "H", "H", "H", "H", "H", "H", "H", "H", "H", "H", "H", "H", "H", "H", "H", "H", "H", "H", "H", "H", "H", "H", "H", "H", "H", "H", "H", "H", "H", "H", "H", "H", "H", "H", "H", "H", "H", "H", "H", "H", "H", "H", "H", "H", "H", "H", "H", "H", "H", "H", "H", "H", "H", "H", "H", "H", "H", "H", "H", "H", "H", "H", "H", "H", "H", "H", "H", "H", "H", "H", "H", "H", "H", "H", "H"],
  "coordinates": [[-3.155622, 1.970368, 0.580835], [0.637924, 4.836567, 1.935867], [-0.372665, 7.034217, -2.058083], [2.223215, 5.409712, 4.364338], [-1.556207, -3.571644, 2.847214], [-5.902808, -4.798209, -1.875392], [-2.339991, 1.122236, 4.191950], [4.262311, -0.479077, -0.064054], [1.043730, 2.023531, 1.074069], [-2.502557, 0.059621, -6.180527], [-0.280051, -3.116202, -0.279824], [1.117104, -0.643017, 0.110796], [7.616033, -1.170995, -1.385622], [1.432373, 4.858866, -3.632189], [5.035825, 1.854259, 3.101305], [3.289465, -1.109443, -2.415693], [4.082311, 1.141990, 5.821336], [-2.632130, -2.979334, -2.369580], [-4.520172, 5.391232, 0.146691], [-4.283494, -0.459691, -4.137912], [0.982334, -2.337186, 3.175363], [2.168453, -2.626261, -5.140932], [4.542606, -2.623368, -4.645119], [-0.472432, -4.173727, 3.570557], [-2.112407, 0.362592, -4.850681], [-0.054632, 0.202160, -0.007738], [6.285223, -0.722879, -1.529388], [5.471696, -1.193423, -0.267653], [2.900276, -2.446138, -2.718785], [-3.337398, 0.626861, -3.934084], [4.406653, 0.653294, 3.469026], [-0.131398, -2.398327, 5.318864], [-3.745805, -3.586570, -1.652055], [0.973832, 4.939401, -2.299158], [4.299644, -1.152770, 5.199482], [-3.765867, 0.824439, 1.030480], [-2.374386, -4.521025, 2.160690], [-2.754540, 0.624915, -2.541851], [-5.860291, -6.200977, -1.566320], [-0.407136, 5.604007, -2.104330], [2.572605, -0.160217, -3.094751], [-4.346673, -2.528885, -0.693670], [4.804507, 0.265415, 4.940255], [-3.114565, 1.117662, -6.901465], [0.566611, -4.158153, 0.182177], [3.177868, -2.925682, -4.174761], [-3.510377, 4.421785, 0.452488], [-2.923967, 4.749437, 1.849379], [-1.122010, 0.559562, 3.758742], [-4.760449, -4.255857, -2.583620], [4.602520, 2.344770, 1.870172], [0.371569, 1.663182, -0.159877], [0.351893, 4.439499, 3.307738], [-4.058230, 3.023197, 0.194968], [0.555175, -3.257386, 4.195109], [1.577576, 4.151406, 4.186180], [-3.647607, 0.572281, 2.087475], [-1.605854, -0.525905, -4.474780], [1.444309, -3.756912, 4.577977], [1.378709, -0.684521, 1.035694], [-0.731793, -0.091477, -0.808243], [1.747659, 5.500985, -1.769268], [-4.407731, 2.861339, -0.827531], [-3.556243, 0.590348, -1.804688], [-5.177742, -3.553882, -3.306266], [-4.582071, -0.491890, -5.102736], [-0.375592, 5.158557, 3.687483], [0.883785, -3.990888, 1.212656], [-2.735843, 0.453295, 4.757713], [-3.717179, 4.999571, 2.557416], [-2.374363, 1.915766, -6.993196], [1.881263, -2.573354, -2.346429], [-2.016953, -2.638224, -1.644350], [5.781660, -1.206591, -2.365319], [-2.737463, -5.306648, 2.826607], [-3.812744, -2.181427, 0.188509], [-5.025636, 2.960314, 0.704162], [5.358839, -3.097755, -4.098903], [2.890856, -0.031787, -4.132360], [0.099882, -4.906262, 2.995420], [8.254378, -0.576049, -1.782952], [-2.282627, 3.968245, 2.256905], [-5.290165, 5.212393, 0.783368], [-3.178767, -4.016997, 1.628269], [-0.395682, 0.184232, 4.479732], [-0.249210, 3.555904, 3.085389], [-0.021025, 7.339173, -1.218795], [-0.448034, 2.336041, -0.411369], [3.530056, 2.156873, 1.801759], [-1.235215, 5.256022, -2.720041], [-2.054911, -0.202944, -2.438434], [3.223918, -1.014609, 5.318231], [-0.635349, -2.932124, 6.127227], [6.127223, -1.140696, 0.603531], [-6.915796, -6.472612, -1.591866], [3.136018, -4.010767, -4.030764], [1.698083, 6.064770, 4.831222], [-4.819826, 0.709924, 0.772571], [1.653242, -2.663474, 2.493555], [2.689709, 0.809877, -2.610422], [4.508655, -1.822926, 4.365925], [3.312759, 0.666979, 3.482642], [-3.148796, 0.077998, 0.522078], [0.889734, 5.764291, 1.937979], [0.185679, -2.274640, -0.321369], [-2.353854, 5.680424, 1.862163], [-5.225237, -3.087767, -0.361308], [-3.838792, -1.342941, -3.917365], [5.291093, -2.270989, -0.322474], [5.208456, 2.027419, 1.018503], [-4.014743, 1.559621, -6.467170], [1.697745, 5.733343, -3.927384], [4.743196, -1.555314, 6.109244], [-0.948108, -4.771853, 4.354174], [5.864376, 0.293660, 5.194146], [3.770825, -0.762054, -0.857132], [-1.369951, -0.350937, 3.201857], [4.179107, 2.091150, 5.477916], [-0.679208, 5.210822, -1.119256], [-1.828638, -5.070839, 1.389549], [-1.003497, -1.873754, 4.925919], [-5.510387, -6.309757, -0.538933], [-2.165553, -3.613224, -3.003967], [4.741421, -2.937630, -5.671148], [-3.337149, -4.378956, -1.015149], [1.503840, -0.390753, -3.130345], [0.122703, -5.136941, 0.022366], [-4.135634, -4.967665, -3.128436], [1.270322, -2.401421, -4.734052], [-1.452102, 1.232464, -4.916604], [1.090403, 1.595754, -0.980382], [6.275444, 0.366811, -1.568948], [2.372953, 3.604858, 3.678336], [0.159707, -2.133467, 2.618237], [4.666639, -0.152129, 2.776324], [-4.196097, 6.300783, 0.450483], [0.536387, -1.659527, 5.760569], [-3.806349, 1.585009, -4.158947], [-2.739966, 4.639036, -0.291641], [-0.687312, 1.205338, 2.995797], [4.756204, 3.423235, 1.777160], [-3.440835, 0.730834, -7.865747], [-5.304398, -6.788493, -2.296404], [1.367060, 3.628069, 5.119998], [1.553994, -3.980995, -0.254527], [-4.735509, -1.722513, -1.317263], [2.486801, -1.763838, -5.568390], [1.128111, 2.980954, 1.117740], [0.985666, 3.944899, -1.853882], [3.533586, -3.144991, -2.168989], [-2.244448, 1.587156, -2.467773], [3.098938, 0.950140, 5.667358], [4.767974, -1.554301, -4.638516], [-0.604476, 0.121695, 0.931866]],
  "forces_ev_per_angstrom": [[-0.379, 2.865, -0.081], [0.451, 0.116, 0.643], [-0.188, -0.320, -0.771], [0.764, 0.356, 0.342], [0.763, 0.191, -0.142], [1.388, -0.261, -0.971], [0.212, 0.157, 0.800], [0.759, -0.551, -0.217], [-0.608, -0.328, -0.790], [-0.518, -0.417, -0.341], [-0.994, -0.685, -0.116], [-0.809, -0.093, -0.911], [0.379, -0.647, 0.157], [-0.141, -0.498, -0.492], [0.088, 0.137, 0.771], [0.706, -1.367, 0.200], [-0.267, 0.824, 0.778], [-0.761, 0.481, -0.558], [-1.416, 0.360, -0.097], [-0.642, 0.337, 0.529], [0.262, 1.551, -0.932], [0.022, 1.177, -1.132], [1.743, 0.799, -0.784], [-0.682, -2.232, 0.823], [-0.977, 0.911, -0.904], [0.130, 0.787, 1.448], [-0.693, -0.335, 1.330], [1.000, 0.149, 0.066], [0.961, -0.188, -0.418], [1.035, -1.286, -0.718], [1.432, -1.290, 0.820], [-0.274, -0.235, -0.102], [0.669, 0.532, 1.324], [-0.067, 0.824, -0.526], [0.053, 0.455, -0.040], [0.568, -2.171, -0.193], [0.730, -0.266, -0.064], [-0.612, 0.813, -0.126], [-0.765, 1.226, 0.195], [0.770, -0.383, 1.805], [-0.929, 1.347, -0.818], [-1.508, -1.314, -1.185], [-0.583, -0.464, -1.381], [0.449, -0.001, 0.247], [1.303, 1.757, 0.140], [-1.338, -1.568, 1.989], [1.594, 0.491, 0.003], [-0.067, -0.529, 0.120], [-0.132, -1.010, -1.693], [-0.251, 0.578, 0.695], [-0.199, 0.952, -0.584], [0.897, -0.988, 0.504], [-0.687, -1.369, -1.398], [-0.358, -0.368, 0.705], [-1.461, 1.681, 0.602], [-0.090, 1.518, -0.881], [-0.015, 0.783, 0.293], [0.150, 0.053, -0.080], [-0.352, -0.485, 0.087], [0.109, 0.322, 0.084], [0.438, -0.303, -0.206], [-0.329, 0.225, 0.588], [0.634, 0.335, -0.441], [0.208, -0.122, 0.172], [0.090, 0.180, 0.035], [0.081, -0.065, -0.067], [0.386, 0.160, 0.652], [-0.892, -0.435, 0.423], [-0.274, 0.177, 0.107], [-0.287, -0.588, 0.067], [-0.086, 0.226, -0.390], [-0.297, -0.216, -0.483], [0.573, -0.212, -0.309], [0.251, 0.427, -0.481], [-0.323, 0.241, 0.310], [0.526, -0.133, -0.367], [0.110, -0.255, 0.765], [-0.313, -0.060, 0.477], [0.177, -0.100, -0.077], [-0.293, 0.026, -0.661], [-0.247, 0.127, -0.112], [-0.127, -0.068, 0.009], [-0.374, 0.020, -0.090], [-0.037, 0.232, 0.438], [-0.065, 0.807, 0.495], [0.157, -0.350, 0.659], [0.053, -0.244, 0.056], [-0.160, -0.098, 0.154], [0.036, -0.156, -0.756], [0.446, 0.239, -0.669], [-0.144, -0.020, 0.247], [-0.150, -0.702, 0.031], [0.628, -0.665, 0.079], [-0.069, 0.626, 0.114], [0.103, -0.438, 0.027], [0.010, -0.236, 0.007], [-0.307, -0.301, 0.167], [0.017, 0.106, -0.278], [0.292, -0.472, 0.416], [0.099, -0.093, 0.160], [-0.034, -0.028, 0.028], [-0.234, 0.538, -0.205], [-0.653, -0.757, -0.001], [0.270, -0.022, 0.016], [0.567, 0.132, 0.331], [0.258, -0.043, -0.601], [-0.236, 0.421, 0.523], [0.093, -0.123, 0.095], [-0.205, -0.160, -0.412], [-0.373, -1.008, -0.018], [-0.021, -0.198, 0.527], [-0.087, 0.069, 0.046], [-0.207, -0.027, 0.047], [0.034, -0.140, 0.267], [0.125, 0.386, -0.569], [-0.564, 0.506, 0.276], [0.052, -0.214, -0.214], [0.319, 0.225, 0.162], [-0.231, 0.218, 0.328], [0.401, 0.176, -0.072], [0.289, 0.170, -0.560], [0.318, -0.394, -0.090], [0.271, -0.127, 0.266], [-0.510, -0.140, -0.118], [-0.182, -0.377, 0.176], [-0.167, -0.068, 0.152], [0.146, 0.138, -0.143], [-0.568, -0.616, -0.165], [-0.054, -0.192, 0.194], [0.334, 0.054, 0.415], [0.184, 0.599, -0.124], [-0.402, 0.018, -0.196], [-0.474, -0.432, -0.327], [-0.119, 0.302, -0.075], [0.224, -0.013, -0.208], [0.153, 0.178, -0.291], [0.135, -0.092, -0.122], [-0.073, -0.024, -0.003], [0.375, -0.398, 0.073], [0.239, 0.288, 0.422], [-0.114, 0.229, 0.805], [0.418, -0.037, -0.075], [0.149, 0.041, 0.085], [-0.376, 0.155, 0.070], [0.012, -0.917, -0.858], [0.197, 0.351, 0.226], [-0.427, 0.086, -0.515], [-0.032, 0.311, -0.021], [-0.208, -0.169, -0.329], [0.120, 0.504, 0.661], [0.303, -0.107, 0.505], [-0.213, -0.075, 0.244], [-0.120, 0.144, 0.111], [-0.269, -0.047, -0.063]]
}